1.
{
  "formula": "C6H11N3",
  "method": "the ωB97M-V functional and the def2-TZVPD basis",
  "relative_energy_kcal_mol": 103.42,
  "homo_energy_ha": -0.6631,
  "charge": 2,
  "largest_force_ev_per_a": 5.2,
  "total_energy_ev": -10848.466,
  "orbital_gap_ev": 7.7,
  "elements": ["C", "C", "C", "C", "C", "C", "N", "N", "N", "H", "H", "H", "H", "H", "H", "H", "H", "H", "H", "H"],
  "xyz": [[1.270928, 1.668590, -0.041945], [2.313171, -0.451583, 0.016519], [-1.008699, 0.621144, -0.087522], [2.293455, -1.648099, -0.317770], [-2.415018, 0.914851, -0.230317], [-1.093318, -1.791395, 0.440398], [-0.555268, -0.492493, 0.281716], [2.242633, 0.775766, 0.292195], [0.040401, 1.677727, -0.196185], [1.833748, 2.651393, -0.089992], [1.742083, -2.380893, 0.156754], [2.991408, -2.069092, -1.073823], [-2.980297, 0.843898, 0.720851], [-2.976084, 0.228280, -0.873532], [-2.764168, 1.840898, -0.537861], [-2.154899, -1.756945, 0.845561], [-1.179328, -2.180584, -0.528901], [-0.223616, -2.279409, 0.906573], [2.985892, 1.234845, 0.874230], [-0.363025, 2.593100, -0.556957]],
  "forces_ev_per_a": [[3.155, 4.081, -0.217], [-0.701, 0.428, 0.435], [0.764, -2.539, 1.327], [2.242, -1.227, -2.047], [-2.372, -0.504, 0.558], [-0.877, 1.081, 1.257], [2.149, 2.441, -1.145], [1.060, -0.257, 1.538], [-4.006, 0.499, -1.430], [-1.385, -0.688, -0.269], [-1.234, -1.407, 1.340], [-0.438, 0.537, 0.056], [0.761, -0.319, 0.056], [0.643, -0.270, -0.128], [0.108, 2.207, -0.981], [1.546, -0.629, 0.249], [-0.183, -0.826, -1.633], [-1.477, -0.815, 0.640], [-0.442, -0.748, -0.440], [0.687, -1.043, 0.833]],
  "nbo_charge": [0.4217, 0.5779, 0.4135, -0.3817, -0.7632, -0.4466, -0.3797, -0.5414, -0.3955, 0.2596, 0.3176, 0.3576, 0.2942, 0.2920, 0.2704, 0.2548, 0.2502, 0.2184, 0.4925, 0.4877]
}


2.
{
  "formula": "C20H23N3O2",
  "method": "the ωB97M-V functional and the def2-TZVPD basis",
  "relative_energy_kcal_mol": 430.44,
  "homo_energy_ha": -0.2903,
  "charge": 0,
  "largest_force_ev_per_a": 15.1,
  "total_energy_ev": -29661.813,
  "orbital_gap_ev": 8.5,
  "elements": ["C", "C", "C", "C", "N", "N", "C", "C", "C", "C", "C", "C", "C", "C", "C", "C", "H", "H", "H", "H", "H", "H", "H", "O", "C", "H", "H", "C", "N", "C", "C", "H", "O", "C", "C", "H", "H", "H", "H", "H", "H", "H", "H", "H", "H", "H", "H", "H"],
  "xyz": [[-1.538139, 1.637208, -3.330827], [-1.873943, 1.126308, -1.858772], [-2.895714, 1.404977, -1.008719], [-2.740547, 0.696207, 0.037885], [-1.759849, -0.091577, -0.109201], [-1.012759, 0.285799, -1.340545], [0.224831, -0.257344, -1.685603], [0.950880, -0.302410, -2.638197], [2.175694, -1.001463, -2.891272], [2.878256, -0.662336, -4.030162], [4.275210, -1.429806, -4.163919], [4.614503, -2.479962, -3.318609], [3.605480, -2.616479, -2.262436], [2.666112, -1.835179, -1.858901], [1.760944, -2.179659, -0.784346], [0.717980, -1.269045, -0.664841], [-0.069626, -1.436148, 0.216294], [2.155510, -2.706736, -0.111136], [4.115946, -3.348597, -1.292994], [5.528648, -2.790787, -3.491333], [4.663751, -1.310839, -5.168726], [2.797732, 0.143894, -4.794825], [0.801027, 0.581752, -3.311533], [-3.391647, 0.859813, 1.014818], [-3.261008, -0.437409, 2.243300], [-2.526364, -0.849131, 1.940206], [-4.371031, -0.690844, 2.136550], [-2.904663, 0.518537, 3.568101], [-1.552059, 0.976243, 3.633032], [-0.778977, -0.175947, 3.956738], [0.613987, 0.174351, 4.641650], [1.211068, -0.698431, 4.680481], [1.217119, 1.172848, 3.745364], [0.265254, 2.251414, 3.315482], [-0.991435, 1.795251, 2.719004], [-1.472471, 2.642454, 2.767035], [-0.820333, 1.136226, 1.863246], [1.021439, 3.130255, 2.717952], [0.186403, 2.800724, 4.351441], [0.540769, 0.755456, 5.509797], [-1.291017, -0.746070, 4.666797], [-0.309901, -0.646034, 2.953648], [-3.511176, 1.529399, 3.315921], [-3.429312, 0.016913, 4.136602], [-3.602647, 1.936363, -1.473335], [-0.822364, 2.260908, -3.343981], [-2.529910, 2.183361, -3.703751], [-1.555581, 0.810260, -4.031307]],
  "forces_ev_per_a": [[-9.569, -3.485, 1.321], [1.628, 2.233, -4.803], [1.212, 3.683, -8.262], [3.889, -2.765, -2.105], [6.294, -3.678, 0.723], [-2.564, -0.950, 3.458], [-5.152, -4.632, 11.880], [5.462, 4.596, -11.172], [-0.603, 2.564, -0.366], [5.445, -2.606, 0.047], [-4.792, 1.000, -0.677], [-7.226, 4.817, 0.635], [10.034, -5.919, 2.837], [-4.200, 0.284, -1.797], [-3.379, 8.455, -5.280], [-2.591, -2.487, 2.981], [2.087, 0.484, -1.878], [2.179, -4.628, 5.611], [-1.864, 1.593, -2.890], [4.085, -2.883, 0.011], [0.893, 0.330, 0.315], [-0.866, -0.835, 0.954], [0.037, -1.178, -0.502], [-5.514, -1.811, 10.443], [-10.171, 10.748, 2.871], [8.896, -6.484, -4.169], [2.136, -0.439, 0.395], [1.406, 7.336, -10.884], [-2.674, -4.645, 5.527], [4.843, 0.518, -1.220], [-2.008, 2.516, -3.399], [0.859, -0.589, 0.164], [-0.385, -0.177, -1.379], [6.223, 2.475, 2.825], [3.473, -2.741, -1.332], [-3.436, 4.502, -1.555], [0.087, 1.235, -1.311], [-2.488, -3.084, 1.122], [-0.990, -0.655, -1.928], [-0.506, 0.004, 2.043], [-0.962, -1.591, 0.425], [-1.618, 0.076, 1.809], [0.796, -2.401, 0.627], [-3.656, -4.458, 7.706], [-3.187, 2.304, -0.429], [5.494, 4.259, -0.395], [2.081, -0.663, 0.918], [0.865, -0.230, 0.085]],
  "nbo_charge": [-0.6247, 0.2850, -0.4105, 0.4541, -0.4266, -0.2248, 0.1222, -0.1627, -0.0702, -0.1892, -0.1858, -0.2417, -0.1041, -0.1119, -0.1878, -0.1574, 0.2441, 0.1959, 0.1621, 0.2163, 0.1999, 0.2281, 0.1870, -0.5055, -0.0115, 0.1545, 0.2260, -0.1872, -0.4349, -0.2506, -0.0655, 0.1902, -0.5772, -0.0543, -0.3153, 0.2258, 0.2114, 0.2104, 0.1815, 0.1720, 0.2046, 0.1757, 0.2104, 0.1819, 0.2193, 0.1994, 0.2116, 0.2297]
}


3.
{
  "formula": "C4H6O2",
  "method": "the ωB97M-V functional and the def2-TZVPD basis",
  "relative_energy_kcal_mol": 74.88,
  "homo_energy_ha": -0.3428,
  "charge": 0,
  "largest_force_ev_per_a": 2.7,
  "total_energy_ev": -8337.214,
  "orbital_gap_ev": 10.0,
  "elements": ["O", "C", "C", "C", "C", "O", "H", "H", "H", "H", "H", "H"],
  "xyz": [[-2.111736, -1.891688, -0.907193], [-1.424260, -0.973549, -0.564191], [0.264743, -0.812882, -0.234129], [0.454742, 0.674018, -0.441349], [0.809511, 0.710812, 1.051738], [0.564083, -0.709791, 1.159281], [-1.756047, 0.218383, -0.539623], [0.821236, -1.616580, -0.734663], [-0.628213, 1.026608, -0.568086], [1.061393, 1.125752, -1.226903], [0.106972, 1.287454, 1.666338], [1.837577, 0.961463, 1.338779]],
  "forces_ev_per_a": [[1.256, 1.183, 0.654], [0.561, 0.905, -0.118], [-1.909, -0.552, -0.479], [-1.085, 0.587, -0.206], [0.034, 0.203, 0.036], [-0.300, -0.152, -0.042], [-0.566, -2.663, 0.103], [-0.144, 0.364, 0.025], [1.931, 0.591, -0.030], [0.172, -0.282, 0.285], [0.210, -0.093, -0.045], [-0.160, -0.092, -0.182]],
  "nbo_charge": [-0.4860, 0.4586, 0.0166, -0.4603, -0.0556, -0.5125, 0.0563, 0.2015, 0.1919, 0.2303, 0.1766, 0.1827]
}


> Number 1 is which compound?

C6H11N3


> What is the formula in the second record?

C20H23N3O2